1.
This record from OMol25 describes a molecular structure, C23H18F12MoNO3. The level of theory is ωB97M-V/def2-TZVPD.

Output
HOMO (alpha / beta) = -11.26 / -11.48 eV
Energy = -2434.177450 Ha
Maximum force = 0.013 Eh/bohr
Multiplicity = 3
Net charge = +1

Last column: Mulliken spin population.
Cartesian coordinates (Å):
F  1.711  4.282  0.027  0.00
H  2.083  -5.673  1.637  0.00
C  -1.079  4.104  -0.706  0.02
H  -0.882  3.118  5.435  0.00
F  2.098  2.188  -0.360  0.00
C  -2.755  -0.024  -2.969  0.03
H  -4.548  0.635  -1.981  0.00
N  0.090  -0.021  0.151  -0.11
H  -1.161  -3.952  2.102  0.00
C  -0.641  -2.121  1.139  0.02
F  1.070  -2.635  -2.909  0.00
F  2.784  -3.766  -2.221  0.00
H  -0.064  0.976  4.604  0.00
Mo  0.138  0.217  -1.708  1.84
F  -2.351  3.763  -0.440  0.00
H  -1.512  4.318  4.304  0.00
O  -0.581  1.974  -1.422  0.06
C  -0.513  3.127  2.055  -0.01
C  -0.300  2.288  0.969  -0.02
H  -3.422  -0.335  -1.010  0.00
C  -0.678  3.646  4.506  0.00
H  -3.506  0.565  -4.808  0.00
H  0.656  -6.197  0.750  0.00
H  -0.690  4.177  1.883  0.00
C  -0.159  1.352  3.593  0.00
H  -2.865  -1.083  -4.810  0.00
C  1.015  -5.501  1.511  0.00
C  -3.446  -0.367  -4.234  0.00
C  2.353  -2.536  -2.478  -0.03
C  0.293  -1.419  0.373  -0.02
F  -1.009  4.451  -1.990  0.00
C  -3.499  0.448  -1.772  0.02
O  1.936  -0.359  -1.892  0.02
F  3.627  -0.493  0.381  0.00
H  0.211  4.260  4.659  0.00
C  -0.169  2.872  -0.433  0.03
O  -1.517  -0.111  -2.924  0.00
C  1.321  3.236  -0.692  0.01
F  4.518  -0.651  -1.581  0.00
F  4.368  -2.402  -0.328  0.00
C  0.738  -4.087  1.099  0.00
C  1.402  -2.103  -0.168  0.00
C  1.616  -3.413  0.263  0.00
H  -3.009  1.337  -1.370  0.00
H  2.495  -3.942  -0.073  0.00
F  3.077  -2.050  -3.475  0.00
H  0.301  -0.539  2.750  0.00
H  0.513  -5.743  2.446  0.00
C  -0.068  0.916  1.214  0.06
F  1.541  3.490  -1.982  0.00
C  2.341  -1.558  -1.263  0.05
C  -0.431  -3.435  1.494  0.00
C  0.039  0.484  2.534  0.00
C  -0.468  2.686  3.373  0.00
F  -0.782  5.185  0.016  0.00
C  3.753  -1.273  -0.698  0.00
H  -4.462  -0.713  -4.064  0.00
H  -1.518  -1.594  1.492  0.00

Cartesian forces, eV/Å:
0.01 -0.02 0.03
0.00 0.01 -0.01
-0.06 0.02 0.03
0.00 0.01 0.00
-0.02 -0.03 -0.02
-0.05 0.13 0.13
0.00 0.02 -0.01
-0.09 0.21 -0.09
0.00 -0.01 0.01
0.03 -0.03 0.04
0.00 0.01 -0.01
0.03 0.02 -0.01
0.00 0.01 0.01
-0.02 -0.08 0.43
-0.02 0.00 0.00
0.01 0.00 -0.01
0.45 -0.42 -0.23
0.04 0.02 -0.03
0.07 -0.10 0.06
-0.03 0.00 0.00
-0.03 0.01 0.05
-0.04 -0.01 -0.01
0.00 0.00 0.00
0.00 0.00 0.02
0.00 0.02 -0.07
-0.01 0.02 -0.02
0.01 -0.06 0.04
0.08 0.04 0.01
0.03 -0.10 -0.04
0.03 0.01 -0.06
-0.03 -0.01 0.00
0.04 -0.03 -0.01
-0.54 0.27 0.13
-0.01 0.06 0.02
0.00 0.01 -0.01
-0.12 0.01 -0.01
0.21 -0.14 -0.14
0.04 0.08 0.00
0.04 0.03 -0.06
-0.03 -0.03 0.01
-0.08 0.08 0.00
-0.06 -0.09 0.02
-0.01 -0.03 0.00
-0.03 0.01 -0.01
-0.02 0.00 0.02
0.00 0.03 0.00
-0.02 -0.07 -0.04
0.00 -0.01 0.00
0.06 -0.01 0.00
0.01 0.06 -0.02
0.03 0.20 -0.20
0.06 0.04 -0.06
-0.02 0.05 -0.01
0.03 -0.07 -0.02
0.01 -0.02 -0.02
0.00 -0.09 0.10
0.00 -0.02 0.03
0.01 0.03 0.02

---

2.
This record from OMol25 describes a molecular structure, C23H18F14N2NiO3 at a distorted geometry. The level of theory is ωB97M-V/def2-TZVPD.

Output
HOMO (alpha / beta) = -1.01 / -1.01 eV
Energy = -4129.065889 Ha
Maximum force = 0.035 Eh/bohr
Net charge = -2

Last column: Mulliken charge in e.
Cartesian coordinates (Å):
H  3.869  1.864  -1.964  0.29
F  -4.642  0.803  1.902  -0.35
F  2.270  2.816  3.904  -0.28
C  1.369  1.841  3.596  0.65
H  0.120  -0.700  2.606  0.06
C  -1.122  -2.268  -2.549  -0.43
C  2.570  2.709  1.020  -0.58
F  0.694  4.447  2.561  -0.31
O  -0.454  1.072  2.426  -0.81
H  -0.166  -4.302  2.420  0.41
F  -0.719  3.685  1.102  -0.22
H  5.529  3.136  -0.552  0.37
H  -3.147  1.846  2.693  0.05
H  -0.459  -4.298  -4.310  0.35
N  0.094  -1.742  2.617  -0.23
F  -2.876  1.731  -3.469  -0.32
C  1.426  1.913  1.049  -0.70
C  -1.844  0.991  -2.987  0.45
C  1.012  -1.718  -0.932  0.58
O  -1.746  -1.690  1.299  -0.40
H  -0.823  -5.182  -2.826  0.27
F  -1.235  0.449  -4.085  -0.33
C  -0.834  -2.312  1.838  0.72
F  2.085  0.690  3.523  -0.31
O  -2.708  0.535  -0.812  -0.98
C  -3.288  0.855  2.240  0.36
C  4.703  3.591  0.000  -1.63
C  -0.128  -4.470  -3.283  -1.73
H  0.859  -4.937  -3.314  0.40
H  -1.937  -2.498  -3.222  0.44
C  3.198  1.880  -1.109  -1.18
H  0.893  -2.256  2.935  0.20
F  -4.673  0.017  -2.383  -0.28
H  -0.214  -3.965  0.667  0.14
H  2.772  3.376  1.845  0.43
C  3.483  2.703  -0.023  0.38
H  1.838  0.511  -2.003  0.45
H  4.498  4.566  -0.457  0.28
C  -0.722  -3.810  1.620  -1.22
H  5.035  3.777  1.024  0.37
C  2.064  1.105  -1.127  -0.23
C  -0.078  -3.184  -2.496  0.87
C  0.997  -2.885  -1.667  -1.37
C  -3.593  -0.766  -2.531  0.36
C  0.508  1.997  2.285  1.10
N  -0.011  0.339  -0.174  0.66
C  -2.307  -0.081  -1.920  2.11
H  -1.723  -4.231  1.541  0.28
Ni  -1.780  0.469  0.943  0.10
H  1.850  -1.502  -0.279  0.45
F  -3.168  -0.051  3.308  -0.33
F  -3.522  -1.045  -3.874  -0.31
C  1.124  1.069  -0.056  0.03
H  1.827  -3.583  -1.588  0.17
C  -0.044  -0.779  -0.971  0.12
F  -3.890  -1.935  -1.928  -0.24
F  -0.970  1.853  -2.458  -0.18
C  -1.142  -1.093  -1.809  -1.13
F  -1.139  3.499  3.216  -0.28
F  0.583  1.738  4.686  -0.29
C  -0.164  3.413  2.292  0.74

Cartesian forces, eV/Å:
-0.01 -0.01 -0.01
0.15 -0.10 -0.19
-0.13 -0.18 -0.10
-0.05 -0.16 0.23
-0.14 -0.33 0.14
0.17 -0.08 0.02
0.07 -0.07 -0.19
-0.18 -0.16 -0.11
-0.47 -0.74 -0.39
0.02 -0.06 -0.03
0.04 -0.06 0.18
0.03 0.02 0.02
-0.01 -0.07 0.00
0.00 -0.03 -0.01
0.15 0.99 -0.02
0.17 -0.12 0.08
-0.06 0.05 0.11
0.06 0.10 -0.04
-0.08 0.09 0.09
0.47 -0.91 0.39
0.01 -0.05 -0.06
-0.16 0.14 0.17
-0.70 -0.29 -0.46
-0.12 0.18 0.07
-0.10 -0.02 0.81
1.03 -0.20 -0.68
-0.16 0.03 -0.05
-0.05 0.12 0.12
-0.01 -0.04 -0.04
-0.05 0.03 0.02
-0.01 -0.01 0.05
0.01 -0.06 -0.07
0.16 -0.17 -0.13
0.04 -0.02 -0.02
-0.02 -0.03 0.06
0.12 0.08 0.03
0.04 0.00 -0.02
0.06 0.00 0.00
0.02 0.11 0.08
0.03 -0.01 0.00
-0.09 -0.06 0.02
0.03 -0.07 -0.04
-0.01 -0.01 -0.01
-0.18 0.06 0.05
-0.05 0.24 0.05
-0.96 -0.16 0.57
0.03 -0.06 -0.33
0.00 0.02 0.03
0.59 1.69 -0.04
0.00 0.02 -0.01
-0.13 0.06 0.02
-0.01 0.02 0.18
0.02 0.06 -0.07
0.01 0.02 0.00
0.29 -0.24 -0.19
0.06 0.17 -0.02
-0.11 -0.13 -0.12
-0.11 0.11 0.08
0.18 0.07 -0.10
0.20 0.05 -0.18
-0.08 0.15 0.07

---

3.
This record from OMol25 describes a molecular structure, C23H18F18N2O3PSr at a distorted geometry. The level of theory is ωB97M-V/def2-TZVPD.

Output
HOMO (alpha / beta) = -0.96 / -0.96 eV
Energy = -3392.560074 Ha
Maximum force = 0.057 Eh/bohr
Multiplicity = 2
Net charge = -2

Last column: Mulliken spin population.
Cartesian coordinates (Å):
C  -5.504  -1.895  0.255  0.00
C  -1.377  0.433  2.065  0.00
C  0.984  -4.175  -0.930  0.00
H  -0.619  -3.227  0.087  0.00
O  -0.616  1.379  1.546  0.01
F  3.073  -0.667  -3.727  0.00
C  -2.003  -1.528  -1.124  0.00
O  1.861  0.801  -1.437  0.00
C  -1.295  -0.897  -0.072  -0.01
H  2.340  -6.110  -2.035  0.00
H  -1.695  4.217  1.001  0.05
H  -3.982  -0.547  1.990  0.00
F  -1.290  -1.661  3.306  0.00
F  2.578  4.110  3.644  0.00
F  1.899  2.249  2.454  0.00
F  2.927  0.225  0.977  0.00
F  4.565  0.884  -0.254  0.00
H  3.009  -5.052  -3.282  0.00
H  -0.136  4.491  -2.984  0.00
F  4.844  -0.742  -2.519  0.00
H  -5.700  -2.868  -0.197  0.00
C  2.196  -4.023  -1.591  0.00
F  -1.866  2.126  3.706  0.00
F  4.108  2.892  2.457  0.00
N  0.048  -0.723  -0.139  0.00
C  0.310  -3.084  -0.448  0.00
H  0.565  -5.166  -0.791  0.00
C  -3.341  -1.816  -1.040  0.00
H  -1.443  -1.787  -2.011  0.00
H  -3.848  -2.295  -1.870  0.00
F  -3.064  0.366  3.892  0.00
C  0.774  -1.754  -0.620  0.00
F  2.835  3.108  0.554  0.00
C  2.721  -2.739  -1.684  0.00
F  -0.326  0.009  4.237  0.00
C  2.906  -5.196  -2.205  0.00
F  3.511  4.984  1.720  0.00
H  -6.144  -1.162  -0.242  0.00
C  3.638  -0.078  -0.121  0.00
F  4.334  -1.192  0.204  0.00
F  1.305  4.376  1.753  0.00
H  3.697  -2.634  -2.133  0.00
F  -3.405  1.742  2.280  0.00
C  -0.587  -0.529  3.031  0.00
C  -2.021  2.898  -0.706  0.04
C  2.047  -1.616  -1.232  0.00
C  3.625  -0.144  -2.614  0.00
C  -0.759  3.390  -1.384  0.07
F  3.901  1.128  -2.924  0.00
H  -5.788  -1.936  1.305  0.00
H  3.904  -5.317  -1.781  0.00
O  0.350  3.228  -0.929  -0.02
F  0.588  -0.950  2.559  0.00
C  -2.072  -0.450  1.025  0.01
N  -0.952  4.160  -2.493  0.01
P  2.699  3.625  2.102  0.00
H  -3.447  4.208  0.385  -0.03
H  -2.814  2.658  -1.415  -0.01
C  -4.057  -1.514  0.114  0.00
H  -1.716  1.997  -0.151  0.06
Sr  1.132  1.512  0.408  0.00
C  -3.406  -0.805  1.114  0.00
C  -2.412  3.957  0.244  0.80
C  -2.421  1.149  2.984  0.01
H  -1.845  4.200  -2.953  0.01
C  2.680  -0.225  -1.361  0.00

Cartesian forces, eV/Å:
0.09 0.15 -0.12
-0.56 -0.61 0.75
0.06 0.03 -0.09
0.04 -0.04 0.01
-2.44 0.01 1.59
-0.38 -0.14 0.01
-0.05 0.23 -0.14
0.91 -0.68 -2.71
-0.21 -0.08 0.05
0.03 -0.13 0.00
0.13 0.18 0.22
-0.02 0.04 0.10
-0.17 -0.03 -0.07
-0.11 -0.14 -0.28
0.53 0.64 1.16
0.82 -0.79 0.81
-0.17 0.23 -0.08
0.09 -0.13 -0.09
-0.07 -0.10 0.07
0.14 -0.27 0.31
-0.07 -0.07 0.01
0.14 -0.01 -0.05
0.27 0.12 0.01
-0.41 0.05 -0.20
-0.14 0.14 0.06
0.00 -0.09 0.09
-0.02 -0.10 0.01
-0.03 -0.03 0.11
0.03 -0.06 -0.07
-0.01 -0.11 -0.11
-0.03 -0.34 0.02
-0.02 -0.41 -0.19
0.65 0.89 0.31
-0.24 -0.38 0.07
0.10 0.39 0.16
0.00 0.20 0.05
-0.20 -0.33 -0.01
-0.21 0.01 0.00
1.29 -0.57 -0.33
-0.06 -0.06 -0.11
0.19 -0.52 -0.10
0.08 0.05 -0.10
-0.05 0.16 -0.40
-0.03 -0.57 0.37
0.35 -0.20 -0.14
-0.10 0.14 -0.06
0.34 0.18 -0.60
-0.70 0.43 -0.60
0.00 0.25 0.09
-0.10 -0.02 0.08
0.14 -0.13 -0.04
-0.19 1.00 -0.68
0.12 0.31 -0.21
0.11 0.26 -0.15
0.13 0.01 -0.23
1.27 1.32 1.03
-0.17 0.09 0.06
0.07 -0.01 -0.07
-0.13 0.02 0.14
-0.27 0.03 -0.03
-0.95 0.52 0.18
-0.21 -0.25 -0.29
-0.22 -0.11 0.19
-0.31 0.19 0.47
0.07 -0.04 0.11
0.89 -0.70 -0.40

---

4.
This record from OMol25 describes 2 unconnected molecules or ions with the total composition C23H18F2N2O2 at a distorted geometry. The level of theory is ωB97M-V/def2-TZVPD.

Output
HOMO = -7.85 eV
Energy = -1346.781600 Ha
Maximum force = 0.066 Eh/bohr

Last column: Mulliken charge in e.
Cartesian coordinates (Å):
H  2.107  -1.221  -1.855  0.43
C  -0.888  1.394  -2.328  0.22
N  5.450  1.655  -3.167  0.91
H  -7.069  -1.012  0.596  0.34
C  2.042  -1.787  2.743  0.85
C  1.412  -0.311  0.931  -1.06
H  4.472  -0.756  -2.648  0.46
C  0.077  0.563  -1.721  -0.55
H  1.158  2.999  -2.463  0.39
C  0.026  -0.417  1.234  0.34
H  3.528  3.399  -3.162  0.46
H  -2.700  2.172  -0.418  0.42
C  4.093  1.345  -2.862  -0.01
C  1.440  0.851  -2.119  0.58
H  -1.334  -1.311  2.760  0.81
H  1.714  0.370  0.135  0.84
C  -5.134  -0.018  0.576  0.77
C  3.710  0.018  -2.531  -0.65
C  1.864  2.168  -2.475  -0.68
H  4.076  -2.181  3.139  0.37
O  5.763  2.853  -3.375  -0.59
H  -2.354  -1.929  1.105  0.88
C  -4.524  1.099  -0.022  -0.71
N  -1.670  2.110  -2.852  -0.64
C  0.690  -1.887  3.060  0.42
C  -0.320  -1.229  2.369  -0.98
O  6.304  0.741  -3.179  -0.60
F  0.379  -2.702  4.124  -0.36
H  3.016  -3.571  3.407  0.30
H  -7.083  0.715  0.144  0.37
C  3.098  -2.485  3.523  -1.49
C  -6.613  -0.034  0.794  -1.41
H  -0.519  1.411  0.218  0.65
C  2.408  -0.211  -2.143  0.08
C  -2.301  0.178  0.402  0.98
H  3.077  -2.260  4.595  0.34
C  -4.301  -1.073  0.974  0.39
C  3.179  2.417  -2.835  -0.60
C  2.372  -1.039  1.607  -0.68
H  -0.179  -0.501  -1.663  0.59
C  -2.926  -1.042  0.833  -1.27
F  -4.912  -2.179  1.552  -0.35
H  -6.857  0.243  1.832  0.29
C  -3.147  1.238  -0.048  -0.72
H  -5.169  1.874  -0.454  0.30
C  -0.868  0.371  0.405  -0.74
H  3.417  -1.026  1.264  0.30

Cartesian forces, eV/Å:
-0.02 0.33 -0.18
-2.42 1.77 -1.52
3.24 0.84 -0.56
0.19 0.21 0.07
-0.25 -0.01 -0.56
-0.63 -0.01 0.00
-0.41 0.16 0.29
-0.88 -1.46 0.01
0.07 -0.32 -0.03
1.67 -0.75 0.88
-0.20 -0.33 0.33
-0.21 -0.59 0.17
-1.59 -0.26 0.55
1.52 0.20 0.25
0.34 0.04 -0.22
-0.10 -0.45 0.33
0.43 0.07 -0.20
0.74 1.20 -0.53
-0.08 -0.67 0.19
-0.10 -0.11 0.11
-0.79 -2.20 0.32
-0.17 0.34 -0.17
-0.17 -0.23 0.21
1.98 -1.79 1.52
0.14 -0.07 0.19
0.15 0.29 -0.55
-1.74 1.27 0.02
-0.08 0.80 -0.72
-0.01 0.10 0.11
0.06 -0.22 0.15
0.51 -0.32 0.11
-0.45 0.01 -0.05
-0.65 -0.88 0.81
-0.62 0.48 -0.05
-1.10 -0.24 -0.61
-0.18 -0.02 -0.22
-0.45 -0.16 0.24
0.25 -0.71 -0.25
0.06 0.17 0.35
0.04 0.40 -0.55
0.06 0.53 -0.08
0.81 1.06 -0.70
0.12 -0.15 -0.24
0.62 -0.34 0.12
0.32 -0.22 0.36
0.46 2.02 -0.02
-0.46 0.20 0.29